No. 1
Formula: C30H37CuN5O2SeSi
Source: the OMol25 dataset
Level of theory: ωB97M-V with the def2-TZVPD basis set

```
! wB97M-V def2-TZVPD RIJCOSX def2/J DEFGRID3
* xyz 0 2
Cu 2.3180 0.7254 0.6863
C -3.1626 3.2348 4.1438
C -2.1676 2.4081 3.3815
C -2.1414 1.0470 3.4835
C -1.2772 0.2025 2.7492
C -1.3871 -1.1352 3.0291
N -0.9168 -2.2528 2.4517
C -0.4055 -2.4649 1.1282
C -1.3476 -3.4072 0.3582
C -0.9483 -3.5293 -1.1131
N -1.1809 -2.2600 -1.7653
C -0.2151 -1.3922 -2.0391
C 1.1390 -1.6274 -2.2635
C 1.7237 -2.7899 -2.8078
C 3.0822 -2.9067 -2.9673
C 3.7084 -4.1321 -3.5554
C 3.9090 -1.8656 -2.5183
C 3.4043 -0.7312 -1.9231
C 4.2794 0.2583 -1.3649
N 3.9213 1.0689 -0.4528
C 4.7534 2.1548 -0.0565
C 4.0131 3.4377 -0.4432
C 2.9120 3.7850 0.5547
N 1.9616 2.7315 0.8494
C 0.8249 3.1064 1.3256
C -0.2264 2.3335 1.8772
C -1.1660 3.0224 2.5998
C -0.3574 0.8151 1.6628
O 0.8125 0.1308 1.6157
C 1.9768 -0.5219 -1.8255
O 1.4763 0.5141 -1.3351
H -3.5763 2.6616 4.9704
H -2.6957 4.1313 4.5445
H -3.9918 3.5450 3.5048
H -2.8223 0.5579 4.1688
H -2.0037 -1.3694 3.8937
H -0.9996 -3.0998 2.9965
H -0.2966 -1.5027 0.6316
H 0.5858 -2.9241 1.1918
H -1.3135 -4.4030 0.8040
H -2.3746 -3.0349 0.4277
H 0.1121 -3.7757 -1.1780
H -1.5350 -4.3088 -1.6093
H -2.0763 -1.8388 -1.5445
H -0.4899 -0.3421 -1.9871
H 1.0758 -3.5783 -3.1653
H 2.9776 -4.7342 -4.0904
H 4.5136 -3.8640 -4.2383
H 4.1299 -4.7373 -2.7514
H 4.9812 -1.9878 -2.6029
H 5.3021 0.3019 -1.7617
H 4.9051 2.1179 1.0252
H 5.7305 2.1055 -0.5609
H 4.7162 4.2725 -0.4671
H 3.5919 3.3092 -1.4423
H 3.4052 4.0545 1.5009
H 2.3819 4.6825 0.1965
H 0.6328 4.1871 1.3940
H -1.0707 4.1009 2.6659
C -4.3470 2.6409 -1.1092
Si -3.9202 0.7878 -0.9463
C -4.2092 -0.0407 -2.6417
C -4.9909 -0.1111 0.3596
C -2.2002 0.6596 -0.2742
C -1.2661 0.7268 0.4936
H -5.4193 2.8214 -1.0923
H -3.9587 3.0457 -2.0410
H -3.9030 3.2149 -0.3003
H -5.2302 0.1482 -2.9638
H -4.0786 -1.1183 -2.6309
H -3.5531 0.3664 -3.4037
H -6.0524 -0.0278 0.1459
H -4.8187 0.3017 1.3502
H -4.7501 -1.1706 0.4138
Se 3.1383 -3.7333 0.4953
C 3.1789 -2.0606 0.9248
N 3.2674 -0.9382 1.2351
*
```

**Frontier orbital gap (alpha / beta)**: 6.18 / 6.16 eV
**Energy above the lowest of the compared OMol25 structures with the same formula, charge and spin**: 0.4815 eV
**E_LUMO (alpha / beta)**: -0.50 / -0.49 eV

No. 2
Formula: C2H3F2N
Source: the OMol25 dataset
Level of theory: ωB97M-V with the def2-TZVPD basis set

```
! wB97M-V def2-TZVPD RIJCOSX def2/J DEFGRID3
* xyz 0 1
C 0.5631 0.5140 0.2419
C -1.6348 -0.7606 -0.1503
N -0.6931 0.1318 0.0049
F -2.9194 -0.5773 0.2036
F -1.7472 1.7347 -0.1405
H 1.2283 0.0183 0.9073
H 0.8069 1.4273 -0.1633
H -1.3366 -1.6485 -0.5099
*
```

**Frontier orbital gap (alpha / beta)**: 8.71 / 8.06 eV
**Energy above the lowest of the compared OMol25 structures with the same formula, charge and spin**: 3.8595 eV
**E_LUMO (alpha / beta)**: -0.82 / -0.67 eV

No. 3
Formula: C9H21N2O5P2S
Source: the OMol25 dataset
Level of theory: ωB97M-V with the def2-TZVPD basis set

```
! wB97M-V def2-TZVPD RIJCOSX def2/J DEFGRID3
* xyz 1 1
C 4.5550 -0.3646 -0.1056
C 3.2654 -1.2211 -0.1302
C 1.9678 -0.3798 -0.0675
C 0.7953 -0.9241 -0.8955
P 0.3493 0.3383 -2.2408
O -1.0896 0.6230 -2.4859
O 1.0784 -2.0966 -1.7158
C -0.1678 -2.5741 -2.0989
O -0.3599 -3.2401 -3.0404
O -1.1012 -2.1232 -1.2153
C -0.3847 -1.5114 -0.1317
C -1.2601 -0.7614 0.8500
C -2.2360 0.2827 0.2575
C -1.7992 1.7052 0.4956
N -1.4246 2.5034 -0.5692
O -1.8027 2.1723 1.6342
P 0.2294 -3.0097 0.9285
S -1.1757 -4.2798 1.2840
H 5.2127 -0.6396 -0.9328
H 4.3401 0.7029 -0.2077
H 5.1263 -0.5225 0.8121
H 3.2779 -1.8541 -1.0172
H 3.2982 -1.8890 0.7366
H 1.6396 -0.3462 0.9801
H 2.1994 0.6542 -0.3333
H 1.0208 -0.2037 -3.3449
H 1.0825 1.4949 -1.9055
H -0.6396 -0.3236 1.6384
H -1.8770 -1.5293 1.3314
H -2.4379 0.0864 -0.7959
H -3.1767 0.1847 0.8111
H -1.6055 2.0429 -1.4618
H -0.4525 2.7922 -0.5245
H 1.3376 -3.5627 0.2820
H 0.7421 -2.3513 2.0603
N -3.7091 4.0282 2.2244
H -3.4355 5.0064 2.1296
H -2.8973 3.4115 1.9892
H -4.0019 3.8480 3.1851
H -4.4830 3.8307 1.5900
*
```

**Frontier orbital gap**: 7.75 eV
**E_LUMO**: -3.53 eV

No. 4
Formula: C18H26N2O2
Source: the OMol25 dataset
Level of theory: ωB97M-V with the def2-TZVPD basis set

```
! wB97M-V def2-TZVPD RIJCOSX def2/J DEFGRID3
* xyz 0 1
C 2.8342 -4.0384 0.6437
C 1.6267 -3.4760 -0.0962
C 0.3484 -3.6493 0.7215
C -0.8913 -3.0474 0.0564
C -0.9067 -1.5169 0.0446
C -1.1322 -0.9130 1.4353
C -0.2709 0.3381 1.7092
C 1.1984 -0.0149 1.6675
C 1.7236 -0.8301 2.6747
N 2.1710 -1.4896 3.5047
C 1.9952 0.3686 0.6437
N 3.2778 -0.0556 0.4436
O 1.5832 1.2114 -0.3484
C 0.3417 1.7679 -0.2422
C -0.5448 1.4337 0.7083
C -1.8302 2.1336 0.8092
O -2.6531 1.8562 1.6564
C -2.0522 3.2686 -0.1696
C -1.3872 3.0503 -1.5307
C -2.0127 1.8452 -2.2346
C -1.5686 4.2944 -2.4020
C 0.1076 2.8091 -1.2889
H 2.9544 -3.5368 1.6016
H 3.7425 -3.8983 0.0614
H 2.7064 -5.1025 0.8299
H 1.5148 -3.9828 -1.0581
H 1.8019 -2.4178 -0.2969
H 0.1768 -4.7175 0.8745
H 0.4998 -3.2022 1.7054
H -1.7840 -3.4006 0.5776
H -0.9467 -3.4088 -0.9738
H 0.0392 -1.1637 -0.3703
H -1.6976 -1.1820 -0.6310
H -2.1795 -0.6396 1.5644
H -0.8873 -1.6478 2.2040
H -0.5424 0.7023 2.7087
H 3.8554 0.5031 -0.1617
H 3.7281 -0.5301 1.2079
H -3.1274 3.4207 -0.2784
H -1.6403 4.1688 0.2982
H -3.0776 2.0070 -2.3831
H -1.5517 1.6901 -3.2076
H -1.8845 0.9424 -1.6436
H -2.6246 4.4784 -2.5829
H -1.0759 4.1613 -3.3625
H -1.1472 5.1733 -1.9189
H 0.6075 2.4960 -2.2082
H 0.5819 3.7412 -0.9628
*
```

**Frontier orbital gap**: 8.96 eV
**Energy above the lowest of the compared OMol25 structures with the same formula, charge and spin**: 1.4951 eV
**E_LUMO**: 0.38 eV

| no. | maximum force (eV Å⁻¹) |
| --- | --- |
| 1 | 2.022 |
| 2 | 5.311 |
| 3 | 0.918 |
| 4 | 1.205 |